Density functional theory data (ωB97M-V/def2-TZVPD) for a molecular structure, C60H45BrNO2P3RhSi in a non-equilibrium geometry.

Each line ends with the Mulliken charge.
Positions of all 114 atoms, in Å:
Rh 0.45 -0.48 0.39  -0.739
C 4.39 0.41 4.35  -0.840
C 3.77 -0.74 3.88  -0.795
C 2.50 -0.67 3.36  -0.462
C 1.82 0.55 3.33  1.126
C 2.45 1.71 3.76  -0.900
C 3.73 1.63 4.28  -0.723
P 0.19 0.49 2.52  2.603
C -1.00 -0.13 3.73  0.651
C -0.66 -1.05 4.72  -0.650
C -1.65 -1.56 5.55  -0.712
C -2.97 -1.16 5.40  -0.767
C -3.31 -0.25 4.41  -0.789
C -2.33 0.25 3.57  -0.212
C -0.38 2.20 2.25  -0.603
C -0.47 3.10 3.32  -0.478
C -0.83 4.41 3.08  -1.009
C -1.07 4.84 1.78  -0.891
C -1.03 3.94 0.74  0.332
C -0.71 2.60 0.96  -0.377
Si -0.95 1.26 -0.40  0.876
C -0.03 1.88 -1.96  0.316
C -0.63 2.60 -2.98  -0.124
C 0.13 3.14 -4.00  -0.951
C 1.51 2.98 -4.01  -1.012
C 2.12 2.25 -3.00  -0.481
C 1.36 1.67 -2.00  -0.927
P 2.15 0.65 -0.70  2.899
C 3.25 1.85 0.12  0.474
C 2.65 3.04 0.52  -0.115
C 3.36 3.98 1.24  -0.653
C 4.69 3.74 1.56  -0.703
C 5.30 2.57 1.14  -0.793
C 4.58 1.62 0.43  -0.725
C 3.24 -0.61 -1.43  0.865
C 3.37 -0.87 -2.79  -0.820
C 4.14 -1.94 -3.21  -0.764
C 4.79 -2.74 -2.29  -0.846
C 4.67 -2.48 -0.93  -0.741
C 3.87 -1.44 -0.50  -0.802
C -2.80 0.85 -0.13  0.170
C -3.69 1.74 0.45  -0.401
C -4.93 1.31 0.91  -0.769
C -5.28 -0.03 0.84  -1.189
C -4.41 -0.94 0.26  -0.305
C -3.19 -0.49 -0.24  0.206
P -2.09 -1.62 -1.09  0.076
C -0.83 -2.21 0.06  0.667
C 0.49 -2.68 -0.27  0.586
C 1.18 -3.47 0.65  -1.165
C 0.63 -3.81 1.87  -1.212
C -0.64 -3.34 2.22  -0.941
C -1.36 -2.56 1.34  0.227
C -3.09 -3.02 -1.63  0.484
C -4.18 -2.73 -2.45  -0.715
C -5.09 -3.72 -2.77  -0.710
C -4.91 -5.00 -2.26  -0.609
C -3.82 -5.30 -1.46  -0.833
C -2.90 -4.31 -1.15  -0.556
H 5.39 0.36 4.75  0.417
H 4.29 -1.69 3.92  0.490
H 2.02 -1.56 2.96  0.108
H 1.95 2.66 3.69  0.429
H 4.22 2.53 4.62  0.467
H 0.36 -1.36 4.84  0.388
H -1.38 -2.27 6.32  0.455
H -3.73 -1.56 6.05  0.415
H -4.33 0.07 4.29  0.504
H -2.60 0.96 2.80  0.132
H -0.30 2.75 4.32  0.686
H -0.91 5.11 3.91  0.433
H -1.32 5.87 1.59  0.479
H -1.25 4.26 -0.27  0.419
H -1.70 2.76 -2.97  0.632
H -0.36 3.70 -4.79  0.499
H 2.10 3.44 -4.79  0.484
H 3.20 2.14 -2.99  0.637
H 1.61 3.23 0.26  0.068
H 2.89 4.90 1.55  0.495
H 5.25 4.47 2.12  0.438
H 6.33 2.39 1.38  0.456
H 5.08 0.72 0.10  0.402
H 2.84 -0.26 -3.51  0.442
H 4.23 -2.15 -4.26  0.446
H 5.38 -3.59 -2.62  0.406
H 5.17 -3.11 -0.21  0.482
H 3.72 -1.27 0.56  0.482
H -3.42 2.78 0.55  0.539
H -5.62 2.02 1.34  0.475
H -6.23 -0.37 1.22  0.445
H -4.66 -1.99 0.19  0.590
H 0.83 -2.61 -1.29  0.656
H 2.16 -3.85 0.38  0.561
H 1.16 -4.47 2.55  0.457
H -1.08 -3.61 3.17  0.548
H -2.36 -2.24 1.60  0.107
H -4.31 -1.72 -2.82  0.344
H -5.93 -3.48 -3.39  0.451
H -5.64 -5.77 -2.48  0.426
H -3.67 -6.30 -1.08  0.466
H -2.04 -4.53 -0.53  0.441
Br 0.92 0.40 -8.17  -0.145
C -0.32 0.38 -6.73  -0.049
C -1.47 1.18 -6.83  -0.369
N -2.33 1.21 -5.83  -0.623
C -2.16 0.52 -4.74  -0.728
C -1.04 -0.33 -4.54  0.438
C -0.09 -0.38 -5.61  -0.964
C -0.82 -1.05 -3.36  0.462
O 0.03 -1.88 -3.04  -0.737
O -1.76 -0.70 -2.32  1.158
H -1.68 1.78 -7.71  0.443
H -2.93 0.62 -3.99  0.995
H 0.77 -1.01 -5.52  0.666

Values from the calculation:
E_LUMO (spin up / spin down), eV: -3.40 / -3.40
HOMO level (spin up / spin down), eV: -8.3 / -8.3
Charge: +1
Gap between HOMO and LUMO (spin up / spin down), eV: 4.858 / 4.939

***

Density functional theory data (ωB97M-V/def2-TZVPD) for a molecular structure, C60H47Br3N3O3PTeTi in a non-equilibrium geometry.

Each line ends with the Mulliken spin population.
Positions of all 119 atoms, in Å:
Ti -0.56 1.24 1.38  0.031
Br -2.46 8.24 -1.16  0.002
C -1.80 6.80 -0.10  0.045
C -2.37 6.57 1.15  -0.020
C -1.89 5.52 1.92  0.078
C -0.84 4.70 1.47  -0.095
C -0.29 4.97 0.21  0.061
C -0.77 6.01 -0.57  -0.024
N -0.43 3.59 2.20  0.217
C -0.51 3.63 3.51  0.134
C -0.56 2.44 4.26  0.210
C -0.50 2.45 5.68  0.025
C -0.58 1.28 6.37  0.048
C -0.72 0.08 5.65  0.142
C -0.75 0.13 4.28  -0.035
N -0.66 1.27 3.57  0.137
H -3.18 7.18 1.50  0.000
H -2.38 5.29 2.86  0.003
H 0.52 4.36 -0.16  0.002
H -0.34 6.20 -1.54  -0.003
H -0.55 4.58 4.05  0.035
H -0.39 3.40 6.18  -0.002
H -0.52 1.27 7.45  0.006
H -0.80 -0.87 6.16  0.004
H -0.85 -0.78 3.71  0.000
C 5.13 -3.14 0.72  0.000
C 3.84 -2.39 0.92  0.001
C 3.65 -1.56 2.01  -0.001
C 2.47 -0.86 2.19  0.006
C 2.43 0.07 3.35  -0.001
O 2.15 1.24 3.23  0.002
C 2.78 -0.50 4.68  0.002
C 3.36 0.31 5.66  0.004
C 3.64 -0.21 6.92  -0.003
C 3.32 -1.53 7.21  0.000
C 2.74 -2.33 6.25  -0.001
C 2.48 -1.83 4.99  0.004
C 1.37 -0.99 1.29  -0.007
O 0.23 -0.34 1.48  -0.016
C 1.55 -1.92 0.21  0.011
C 2.79 -2.53 0.04  0.000
C 0.45 -2.39 -0.66  -0.002
N -0.77 -2.05 -0.51  0.000
C -1.74 -2.81 -1.27  0.000
C -3.13 -2.20 -1.20  -0.001
Te -4.67 -3.66 -0.72  0.000
C -3.62 -4.55 0.91  -0.001
C -2.63 -5.51 0.67  0.000
C -1.83 -5.96 1.71  0.000
C -2.00 -5.46 2.99  0.000
C -3.02 -4.55 3.24  0.000
C -3.84 -4.11 2.21  0.000
C 0.83 -3.45 -1.65  0.000
C 0.80 -4.80 -1.29  0.000
C 1.13 -5.78 -2.22  0.000
C 1.48 -5.42 -3.52  0.000
C 1.50 -4.08 -3.88  0.000
C 1.18 -3.10 -2.95  0.000
H 5.69 -3.20 1.65  0.000
H 5.75 -2.65 -0.03  0.000
H 4.93 -4.16 0.37  0.000
H 4.45 -1.42 2.72  0.000
H 3.58 1.34 5.42  0.001
H 4.10 0.42 7.67  0.000
H 3.53 -1.93 8.20  0.000
H 2.48 -3.36 6.48  0.000
H 2.01 -2.45 4.24  -0.002
H 2.92 -3.19 -0.82  0.000
H -1.75 -3.81 -0.84  0.000
H -1.42 -2.95 -2.31  0.000
H -3.44 -1.73 -2.14  0.000
H -3.15 -1.45 -0.41  0.001
H -2.49 -5.91 -0.33  0.000
H -1.07 -6.71 1.51  0.000
H -1.34 -5.78 3.79  0.000
H -3.17 -4.16 4.24  0.000
H -4.62 -3.40 2.41  0.000
H 0.53 -5.08 -0.28  0.000
H 1.11 -6.82 -1.94  0.000
H 1.74 -6.18 -4.24  0.000
H 1.77 -3.79 -4.89  0.000
H 1.20 -2.05 -3.23  0.000
O -1.89 2.40 0.67  -0.009
C -1.56 1.76 -0.35  0.001
C -2.20 2.32 -1.57  0.006
C -3.27 3.19 -1.34  0.005
C -4.00 3.72 -2.39  0.000
C -3.68 3.35 -3.69  0.002
C -2.62 2.50 -3.94  -0.002
C -1.84 1.99 -2.90  -0.001
P -0.32 1.01 -3.19  -0.002
C 0.89 2.38 -3.38  -0.001
C 2.20 2.01 -3.69  0.000
C 3.19 2.96 -3.87  0.000
C 2.88 4.31 -3.73  0.000
C 1.59 4.69 -3.41  0.000
C 0.59 3.74 -3.24  0.002
C -0.55 0.67 -5.01  0.000
C -1.13 -0.55 -5.36  0.000
C -1.26 -0.94 -6.69  0.000
C -0.82 -0.09 -7.70  0.000
C -0.29 1.15 -7.37  0.000
C -0.14 1.52 -6.04  0.000
H -3.51 3.44 -0.32  0.000
H -4.80 4.42 -2.20  0.000
H -4.26 3.74 -4.52  0.000
H -2.38 2.25 -4.96  0.000
H 2.44 0.95 -3.77  0.000
H 4.20 2.65 -4.09  0.000
H 3.65 5.06 -3.85  0.000
H 1.35 5.74 -3.28  0.000
H -0.41 4.05 -2.99  0.000
H -1.48 -1.21 -4.59  0.000
H -1.70 -1.90 -6.93  0.000
H -0.91 -0.39 -8.73  0.000
H 0.02 1.83 -8.15  0.000
H 0.28 2.49 -5.80  0.000
Br -2.93 0.12 2.02  0.005
Br 1.50 1.95 0.03  -0.002

Values from the calculation:
2S+1: 2
E_LUMO (spin up / spin down), eV: 2.11 / 2.11
HOMO level (spin up / spin down), eV: -3.1 / -5.4
<S²>: 0.767
ΔE to the lowest compared entry with this formula, charge and spin, eV: 1.089
Charge: -1
Gap between HOMO and LUMO (spin up / spin down), eV: 5.157 / 7.462

***

Density functional theory data (ωB97M-V/def2-TZVPD) for a molecular structure, C60H48GeNO4S3TcTe in a non-equilibrium geometry.

Each line ends with the Mulliken charge.
Positions of all 119 atoms, in Å:
Tc 1.26 -0.10 1.00  0.060
C -6.16 6.60 -2.22  -1.646
C -4.97 5.73 -2.03  0.812
C -4.67 5.22 -0.76  -0.620
C -3.64 4.30 -0.54  -0.130
C -2.87 3.87 -1.61  0.273
C -3.15 4.34 -2.91  -0.674
C -4.16 5.28 -3.09  -0.882
S -1.55 2.78 -1.24  0.662
O -0.28 3.41 -1.71  -0.795
C -1.97 1.50 -2.56  -0.377
C -1.03 1.34 -3.59  -0.339
C -1.21 0.32 -4.47  -1.007
C -2.31 -0.57 -4.33  0.798
C -2.46 -1.74 -5.15  -1.175
C -3.55 -2.54 -5.03  -0.561
C -4.51 -2.32 -4.01  -0.844
C -4.27 -1.35 -3.13  -0.945
C -3.17 -0.44 -3.29  1.324
C -2.99 0.64 -2.40  -0.173
C -3.81 0.74 -1.16  -0.353
C -5.05 1.48 -1.16  1.415
C -5.58 1.90 -2.42  -1.051
C -6.77 2.60 -2.46  -0.940
C -7.46 2.94 -1.26  -0.704
C -6.90 2.60 -0.05  -0.725
C -5.68 1.85 0.06  0.853
C -4.95 1.57 1.27  -1.388
C -3.83 0.77 1.27  -0.685
C -3.30 0.29 0.04  0.950
S -1.84 -0.73 0.03  0.696
O -0.98 -0.26 1.22  -0.671
C -2.49 -2.26 0.66  -0.004
C -2.30 -2.60 1.99  -0.626
C -2.76 -3.81 2.49  -1.054
C -3.34 -4.76 1.59  1.201
C -3.80 -6.12 2.16  -1.468
C -3.41 -4.45 0.23  -1.033
C -2.96 -3.21 -0.21  -0.145
H -6.43 6.67 -3.26  0.364
H -5.98 7.62 -1.91  0.372
H -6.93 6.17 -1.56  0.363
H -5.22 5.56 0.14  0.298
H -3.42 3.90 0.44  0.582
H -2.49 4.05 -3.71  0.496
H -4.24 5.68 -4.07  0.442
H -0.12 1.93 -3.63  0.677
H -0.49 0.11 -5.23  0.416
H -1.64 -1.91 -5.87  0.374
H -3.63 -3.44 -5.66  0.360
H -5.41 -2.93 -3.92  0.442
H -4.84 -1.30 -2.22  0.635
H -5.06 1.67 -3.31  0.624
H -7.20 2.98 -3.39  0.403
H -8.37 3.52 -1.33  0.452
H -7.38 2.88 0.88  0.439
H -5.32 2.03 2.21  0.320
H -3.32 0.57 2.20  0.582
H -1.82 -1.83 2.56  0.486
H -2.52 -4.10 3.53  0.221
H -4.86 -6.31 2.02  0.337
H -3.53 -6.22 3.21  0.345
H -3.29 -6.94 1.64  0.338
H -3.73 -5.18 -0.48  0.459
H -2.96 -3.03 -1.26  0.625
S 1.42 -0.34 3.39  -0.524
C 1.25 -1.98 2.99  0.546
C 1.27 -3.08 3.83  -0.951
C 1.13 -4.37 3.31  -0.293
C 1.05 -4.51 1.93  -1.289
C 0.99 -3.39 1.14  -0.565
N 1.04 -2.17 1.67  1.197
H 1.34 -2.88 4.91  0.474
H 1.09 -5.24 3.96  0.481
H 0.94 -5.48 1.48  0.494
H 0.81 -3.43 0.06  0.629
Te 1.70 2.21 1.20  -0.206
C 3.26 -0.58 -1.03  -0.593
C 1.90 -0.77 -1.69  0.143
O 1.75 -0.91 -2.89  -0.703
O 0.89 -0.76 -0.84  -0.068
H 3.92 -1.33 -1.48  0.209
H 3.29 -1.75 0.87  -0.063
H 3.63 0.38 -1.31  0.272
C 3.17 -0.71 0.47  1.030
Ge 4.84 0.03 1.34  1.808
C 4.90 0.39 3.26  0.592
C 4.65 -0.67 4.15  -0.582
C 4.86 -0.49 5.50  -0.573
C 5.36 0.71 6.02  -0.528
C 5.65 1.69 5.14  -0.458
C 5.42 1.57 3.77  -0.231
C 5.60 1.47 0.21  0.332
C 6.51 1.01 -0.74  -0.229
C 6.92 1.84 -1.80  -0.881
C 6.43 3.15 -1.88  -0.479
C 5.55 3.63 -0.92  -0.949
C 5.16 2.81 0.12  -0.084
C 6.17 -1.44 1.19  -0.108
C 5.97 -2.74 0.64  -0.464
C 6.94 -3.75 0.77  -0.752
C 8.15 -3.50 1.42  -0.494
C 8.35 -2.22 1.96  -0.671
C 7.38 -1.23 1.83  0.001
H 4.23 -1.56 3.78  0.584
H 4.73 -1.38 6.20  0.271
H 5.46 0.87 7.13  0.311
H 5.94 2.65 5.60  0.286
H 5.60 2.43 3.05  0.069
H 7.03 0.05 -0.64  0.228
H 7.57 1.53 -2.59  0.434
H 6.73 3.77 -2.71  0.386
H 5.20 4.65 -0.98  0.418
H 4.45 3.15 0.93  0.381
H 5.00 -3.06 0.22  0.235
H 6.65 -4.75 0.55  0.381
H 8.92 -4.24 1.54  0.392
H 9.33 -2.02 2.38  0.369
H 7.62 -0.26 2.31  0.301

Values from the calculation:
E_LUMO (spin up / spin down), eV: -0.91 / -0.92
HOMO level (spin up / spin down), eV: -7.1 / -7.1
ΔE to the lowest compared entry with this formula, charge and spin, eV: 0.282
Gap between HOMO and LUMO (spin up / spin down), eV: 6.222 / 6.216

***

Density functional theory data (ωB97M-V/def2-TZVPD) for a molecular structure, C60H50BBaBrN8O3P2 in a non-equilibrium geometry.

Each line ends with the Mulliken spin population.
Positions of all 126 atoms, in Å:
Ba -1.40 -0.75 -1.46  0.006
O 0.50 1.62 2.80  -0.001
C 1.74 2.12 3.09  0.000
C 1.90 3.29 3.80  0.000
C 3.17 3.76 4.07  0.000
C 4.28 3.05 3.63  0.000
C 4.11 1.89 2.89  0.000
C 2.84 1.40 2.59  0.000
P 2.46 -0.09 1.56  -0.001
C 4.16 -0.72 1.27  0.002
C 4.98 0.01 0.40  -0.001
C 6.28 -0.39 0.13  -0.002
C 6.77 -1.57 0.69  0.001
C 5.96 -2.32 1.52  0.000
C 4.66 -1.90 1.81  0.002
C 1.86 -1.23 2.86  -0.001
C 2.35 -1.24 4.17  0.000
C 1.85 -2.14 5.10  0.000
C 0.84 -3.03 4.73  0.000
C 0.34 -3.01 3.44  0.000
C 0.85 -2.12 2.51  0.001
C -0.55 1.79 3.68  0.000
C -0.38 1.71 5.05  0.000
C -1.48 1.88 5.88  0.000
C -2.73 2.15 5.32  0.000
C -2.87 2.21 3.94  0.000
C -1.79 2.03 3.10  0.002
P -1.78 2.01 1.26  0.001
C -3.48 2.61 0.90  -0.007
C -3.79 3.87 0.38  0.007
C -5.10 4.21 0.07  -0.002
C -6.13 3.29 0.27  0.000
C -5.83 2.04 0.77  0.000
C -4.52 1.69 1.07  0.001
C -0.75 3.52 0.98  0.006
C 0.22 3.44 -0.01  -0.007
C 1.06 4.53 -0.27  0.002
C 0.93 5.69 0.48  0.001
C -0.04 5.77 1.48  -0.001
C -0.87 4.69 1.72  0.001
H 1.02 3.84 4.14  0.000
H 3.30 4.68 4.63  0.000
H 5.28 3.41 3.86  0.000
H 4.98 1.35 2.54  0.000
H 4.59 0.91 -0.08  0.002
H 6.89 0.18 -0.55  0.000
H 7.78 -1.89 0.46  0.000
H 6.33 -3.24 1.95  0.000
H 4.04 -2.49 2.48  0.000
H 3.13 -0.54 4.46  0.000
H 2.24 -2.14 6.11  0.000
H 0.44 -3.72 5.46  0.000
H -0.47 -3.68 3.16  0.000
H 0.44 -2.09 1.50  0.000
H 0.60 1.49 5.47  0.000
H -1.36 1.81 6.95  0.000
H -3.59 2.29 5.96  0.000
H -3.85 2.40 3.52  0.000
H -3.00 4.59 0.21  0.003
H -5.32 5.19 -0.35  0.000
H -7.15 3.56 0.02  0.000
H -6.62 1.31 0.92  0.000
H -4.30 0.69 1.44  0.000
H 0.33 2.54 -0.60  -0.005
H 1.81 4.46 -1.04  0.001
H 1.58 6.54 0.29  0.000
H -0.14 6.68 2.06  0.000
H -1.62 4.75 2.51  0.000
B -3.85 -3.21 -2.38  0.000
N -2.81 -3.17 -3.54  0.007
C -2.92 -3.70 -4.77  0.003
C -1.77 -3.42 -5.48  -0.007
C -0.99 -2.68 -4.58  -0.011
N -1.62 -2.54 -3.42  -0.006
N -4.60 -1.83 -2.32  -0.001
C -5.93 -1.64 -2.22  0.000
C -6.17 -0.28 -2.15  0.000
C -4.90 0.29 -2.21  0.002
N -3.96 -0.65 -2.32  -0.001
H -4.68 -4.06 -2.65  0.000
H -3.28 -3.42 -1.33  0.000
H -3.81 -4.24 -5.05  0.000
H -1.53 -3.69 -6.50  0.000
H -0.01 -2.23 -4.72  0.019
H -6.60 -2.48 -2.21  0.000
H -7.12 0.21 -2.05  0.000
H -4.63 1.34 -2.20  -0.005
Br 6.14 -3.32 -3.50  0.003
C 4.54 -2.28 -3.35  0.074
C 4.35 -1.20 -4.19  -0.036
C 3.18 -0.45 -4.09  0.112
C 2.18 -0.77 -3.14  -0.105
C 2.45 -1.85 -2.28  0.032
C 3.60 -2.61 -2.39  -0.043
N 0.97 -0.11 -3.00  0.193
C 0.56 0.67 -4.00  0.275
C -0.56 1.54 -3.89  0.069
C -0.89 2.43 -4.95  0.060
C -1.88 3.36 -4.77  0.021
C -2.56 3.43 -3.54  0.162
C -2.22 2.50 -2.58  0.012
N -1.27 1.57 -2.72  0.145
H 5.10 -0.93 -4.91  -0.002
H 3.06 0.41 -4.73  0.015
H 1.72 -2.08 -1.51  0.028
H 3.77 -3.44 -1.72  -0.003
H 1.07 0.68 -4.96  0.056
H -0.34 2.36 -5.88  -0.006
H -2.13 4.05 -5.58  0.003
H -3.34 4.16 -3.35  0.007
H -2.74 2.51 -1.63  -0.086
O -3.19 -1.25 2.97  0.000
C -2.76 -1.20 1.85  0.000
N -2.35 -1.12 0.74  0.000
O 0.13 -3.15 -0.41  0.001
N 0.74 -4.24 -0.69  0.002
C 0.76 -4.69 -1.97  -0.004
C 1.45 -5.83 -2.30  -0.002
C 2.12 -6.55 -1.32  0.001
C 2.06 -6.09 -0.02  0.000
C 1.36 -4.95 0.28  0.001
H 0.21 -4.07 -2.66  0.007
H 1.45 -6.15 -3.33  0.000
H 2.67 -7.45 -1.58  0.000
H 2.56 -6.62 0.79  0.000
H 1.27 -4.51 1.27  0.000

Values from the calculation:
2S+1: 2
E_LUMO (spin up / spin down), eV: 2.14 / 2.14
HOMO level (spin up / spin down), eV: -3.0 / -5.3
<S²>: 0.772
ΔE to the lowest compared entry with this formula, charge and spin, eV: 1.024
Charge: -1
Gap between HOMO and LUMO (spin up / spin down), eV: 5.129 / 7.445